[1]
DFT (ωB97M-V with the def2-TZVPD basis set) results for a 4-piece molecular cluster, C26H37F5I2O8 overall.

* HOMO: -8.44 eV
* SMILES string: C[C@H](I)[C@H](I)C1=CC(=O)C(CCCC(F)(F)C(F)(F)F)=CC1=O.CCOC(C)=O.CCOC(C)=O.CCOC(C)=O
* Kohn-Sham gap: 7.460 eV
* charge: 0
* electronic energy: -2709.5827 Eh
* max |F|: 0.00835 Eh/bohr

Geometry (Å):
C  -0.24894  2.14984  0.76433
C  0.77938  3.26187  0.94816
I  1.27627  3.45415  3.03546
C  0.30073  4.54072  0.26293
I  1.59432  6.22563  0.49051
C  -1.11968  4.91299  0.56331
C  -1.55808  5.36112  1.73488
C  -2.98766  5.61823  1.99628
O  -3.35415  6.10742  3.03938
C  -3.98432  5.24199  0.94407
C  -5.42939  5.29858  1.31840
C  -5.87088  4.05612  2.10586
C  -5.87378  2.75601  1.28768
C  -4.64797  1.86726  1.48808
F  -3.60723  2.53796  2.03271
F  -4.95166  0.86813  2.35906
C  -4.10668  1.17591  0.19134
F  -3.12301  1.89640  -0.35091
F  -3.64323  -0.05108  0.44360
F  -5.08395  1.05936  -0.72645
C  -3.53931  4.83464  -0.23821
C  -2.10317  4.70339  -0.54936
O  -1.73808  4.42015  -1.66440
H  0.01246  1.23352  1.29296
H  -0.29558  1.89331  -0.30081
H  -1.24280  2.45886  1.09653
H  1.70899  2.96309  0.46597
H  0.36893  4.31719  -0.80282
H  -0.88396  5.55869  2.56056
H  -6.03268  5.40456  0.41311
H  -5.58863  6.16183  1.96686
H  -6.88307  4.23985  2.47216
H  -5.24445  3.95124  2.99372
H  -6.01575  2.97633  0.22916
H  -6.72120  2.13851  1.58970
H  -4.21906  4.57693  -1.04469
C  -2.89633  -3.18200  0.35196
C  -1.94077  -2.47858  -0.58692
O  -1.11432  -1.53077  0.10081
C  0.03127  -1.86987  0.71956
C  0.40440  -3.32202  0.88254
O  0.71232  -0.97930  1.16126
H  -2.36555  -3.78030  1.09311
H  -3.55506  -3.84301  -0.21244
H  -3.50704  -2.44996  0.87994
H  -1.32558  -3.17851  -1.15372
H  -2.49118  -1.87562  -1.30730
H  0.04843  -3.65174  1.85968
H  1.48854  -3.39428  0.86760
H  0.00027  -3.98034  0.12013
C  2.04906  -1.94546  -1.81217
C  3.04394  -1.05847  -2.52483
O  2.74258  0.33107  -2.33332
C  3.14524  1.00652  -1.24041
C  3.86080  0.29619  -0.11758
O  2.86476  2.17564  -1.15769
H  2.08678  -1.79008  -0.73535
H  2.27455  -2.99311  -2.00610
H  1.03726  -1.72089  -2.15563
H  4.06812  -1.27347  -2.22171
H  2.98972  -1.20446  -3.60260
H  3.11274  0.00574  0.62136
H  4.53472  1.01160  0.34780
H  4.42262  -0.58443  -0.41527
C  6.26131  -6.52920  -2.91797
C  6.48404  -5.31123  -2.04806
O  5.25109  -4.67410  -1.68247
C  4.50642  -5.06792  -0.63009
C  4.85043  -6.34235  0.10138
O  3.54938  -4.40119  -0.33636
H  5.70914  -7.30696  -2.39012
H  7.21978  -6.94435  -3.23031
H  5.69494  -6.25618  -3.80805
H  7.07113  -5.54200  -1.15878
H  7.02523  -4.54409  -2.59894
H  4.26101  -7.14988  -0.33361
H  4.55144  -6.22263  1.13925
H  5.89963  -6.61868  0.06226

Charges computed using Löwdin, reported in e:
1 C -0.1538
2 C -0.8005
3 I 0.8099
4 C -0.7563
5 I 0.8536
6 C -0.2373
7 C 0.0268
8 C -0.3225
9 O 0.1267
10 C -0.1470
11 C -0.1335
12 C -0.1514
13 C -0.0616
14 C -0.4136
15 F 0.1202
16 F 0.1109
17 C -0.5178
18 F 0.1685
19 F 0.1672
20 F 0.1512
21 C 0.0537
22 C -0.3397
23 O 0.1240
24 H 0.0466
25 H 0.1008
26 H 0.0552
27 H 0.0343
28 H 0.0787
29 H 0.0836
30 H 0.1243
31 H 0.1213
32 H 0.1175
33 H 0.1215
34 H 0.1221
35 H 0.1323
36 H 0.1355
37 C -0.0584
38 C -0.2358
39 O -0.0076
40 C -0.5337
41 C 0.0188
42 O 0.0831
43 H 0.0714
44 H 0.0838
45 H 0.0706
46 H 0.1103
47 H 0.1206
48 H 0.0995
49 H 0.0721
50 H 0.0766
51 C -0.0576
52 C -0.2162
53 O 0.0106
54 C -0.5067
55 C 0.0307
56 O 0.0819
57 H 0.0505
58 H 0.0733
59 H 0.0897
60 H 0.1090
61 H 0.1229
62 H 0.0872
63 H 0.0946
64 H 0.0709
65 C -0.0623
66 C -0.2318
67 O -0.0019
68 C -0.5134
69 C 0.0177
70 O 0.0943
71 H 0.0690
72 H 0.0832
73 H 0.0844
74 H 0.1119
75 H 0.1238
76 H 0.0977
77 H 0.0930
78 H 0.0708



[2]
DFT (ωB97M-V with the def2-TZVPD basis set) results for C26H37GeMnN4OS as an isolated structure.

* HOMO (alpha / beta): -14.41 / -14.46 eV
* ⟨S²⟩: 6.2858
* Kohn-Sham gap (alpha / beta): 8.196 / 8.497 eV
* charge: +2
* electronic energy: -4932.8655 Eh
* multiplicity: 5
* energy above the lowest of the compared OMol25 structures with the same formula, charge and spin: 0.00 kcal per mole
* max |F|: 0.00969 Eh/bohr

Geometry (Å):
Mn  -0.26581  -0.37643  0.63481
C  -0.60986  0.14515  4.96573
C  -0.90204  0.01283  3.60505
N  0.03715  -0.14995  2.68819
C  1.33359  -0.21621  3.08526
C  1.71865  -0.07284  4.41480
C  0.69990  0.11362  5.36671
C  3.11693  -0.11245  4.75867
C  4.05483  -0.29151  3.80940
C  3.67967  -0.46246  2.42934
C  4.61585  -0.66563  1.39638
C  4.18268  -0.83095  0.10767
C  2.80736  -0.79748  -0.15025
N  1.90880  -0.60654  0.79722
C  2.33567  -0.43491  2.07284
H  -1.41529  0.28210  5.67314
H  -1.92457  0.04844  3.25311
H  0.96011  0.22981  6.41216
H  3.39898  0.00816  5.79687
H  5.10532  -0.31587  4.06940
H  5.67327  -0.69260  1.63134
H  4.87720  -0.99241  -0.70460
H  2.42634  -0.94025  -1.15412
O  -1.46885  -2.05131  0.90520
S  -2.63721  -2.76247  1.59156
C  -2.05651  -4.43250  1.96243
C  -2.40963  -5.31014  0.76617
C  -3.79841  -4.84580  0.33673
C  -3.71560  -3.32307  0.24558
H  -2.58391  -4.74041  2.86733
H  -0.99544  -4.33355  2.18879
H  -2.38861  -6.36397  1.03789
H  -1.68696  -5.15881  -0.03783
H  -4.54158  -5.14140  1.07998
H  -4.11222  -5.26565  -0.61751
H  -4.66727  -2.80060  0.31190
H  -3.17797  -2.99648  -0.64722
N  -0.26827  -0.37968  -1.34900
C  -0.18396  -0.11524  -2.47689
N  -0.08947  0.17725  -3.72889
C  -1.30924  0.32981  -4.57208
C  -1.37357  1.75073  -5.10597
C  -0.01011  2.21784  -5.66966
C  1.02416  1.09527  -5.70457
C  1.24532  0.50367  -4.32237
H  -2.17119  0.07861  -3.95743
H  -1.24350  -0.41116  -5.36737
H  -1.69630  2.41570  -4.30320
H  -2.15205  1.78606  -5.86866
H  0.37998  3.03425  -5.05774
H  -0.13697  2.62268  -6.67174
H  1.98509  1.46939  -6.05805
H  0.72717  0.30943  -6.40204
H  1.72699  1.23286  -3.66873
H  1.84650  -0.40456  -4.35868
C  -1.63889  4.38003  0.46403
Ge  -0.37250  2.92129  0.48992
C  0.81647  3.05124  2.02053
C  0.69460  2.89938  -1.14062
C  -1.45264  1.27037  0.61182
H  -1.10566  5.32751  0.37505
H  -2.22234  4.39856  1.38448
H  -2.32200  4.28648  -0.38019
H  1.31359  4.02208  2.01379
H  1.59317  2.28512  1.99178
H  0.26405  2.96042  2.95786
H  1.22184  3.84803  -1.25039
H  0.05874  2.76088  -2.01851
H  1.44160  2.10299  -1.10953
H  -2.12004  1.16393  -0.24380
H  -2.04513  1.25333  1.52677

Charges computed using Löwdin, reported in e:
1 Mn 0.7811
2 C -0.0002
3 C -0.0925
4 N 0.0293
5 C -0.1501
6 C -0.1198
7 C 0.0411
8 C 0.0139
9 C 0.0138
10 C -0.1198
11 C 0.0382
12 C -0.0076
13 C -0.0904
14 N 0.0511
15 C -0.1528
16 H 0.1256
17 H 0.1129
18 H 0.1376
19 H 0.1314
20 H 0.1312
21 H 0.1367
22 H 0.1229
23 H 0.1069
24 O -0.6260
25 S 1.0178
26 C -0.3029
27 C -0.2146
28 C -0.2145
29 C -0.2935
30 H 0.1034
31 H 0.1002
32 H 0.1261
33 H 0.1218
34 H 0.1237
35 H 0.1263
36 H 0.0967
37 H 0.1001
38 N 0.1420
39 C -0.1970
40 N -0.0464
41 C -0.1101
42 C -0.1526
43 C -0.1651
44 C -0.1736
45 C -0.1078
46 H 0.1301
47 H 0.1312
48 H 0.1094
49 H 0.1216
50 H 0.1131
51 H 0.1175
52 H 0.1273
53 H 0.1223
54 H 0.1190
55 H 0.1279
56 C -0.2032
57 Ge 0.7461
58 C -0.2012
59 C -0.2145
60 C -0.2781
61 H 0.0345
62 H 0.0310
63 H 0.0290
64 H 0.0371
65 H 0.0052
66 H 0.0277
67 H 0.0362
68 H 0.0095
69 H 0.0038
70 H 0.0180
71 H 0.0052



[3]
DFT (ωB97M-V with the def2-TZVPD basis set) results for C26H37INO4Si4Tl as an isolated structure.

* HOMO: -6.94 eV
* Kohn-Sham gap: 6.487 eV
* charge: 0
* electronic energy: -2996.9374 Eh
* energy above the lowest of the compared OMol25 structures with the same formula, charge and spin: 9.47 kcal per mole
* max |F|: 0.03279 Eh/bohr

Geometry (Å):
Tl  -1.65470  -2.66572  -0.63464
O  -1.52889  -5.33800  3.64874
C  -1.40836  -4.58285  2.55023
O  -2.07104  -4.75856  1.58800
C  -0.33901  -3.52809  2.71949
C  0.41616  -3.56433  3.87890
C  1.41881  -2.63665  4.05727
C  1.58694  -1.67305  3.10191
C  0.74626  -1.65746  1.99650
N  -0.19128  -2.59224  1.76916
C  0.91163  -0.40483  1.14713
O  1.95334  0.21223  1.22502
O  -0.16125  0.07175  0.51685
H  -2.20033  -6.00297  3.45528
H  0.21656  -4.33210  4.61357
H  2.04808  -2.66051  4.93933
H  2.34469  -0.90568  3.19329
I  0.43320  -5.27539  -0.76304
C  0.87737  -4.79985  -2.76116
C  1.35909  -5.81162  -3.53634
C  1.71503  -5.54391  -4.87736
C  1.59147  -4.27888  -5.36955
C  1.08720  -3.22281  -4.56257
C  0.96835  -1.91341  -5.09111
C  0.50784  -0.90088  -4.30786
C  0.10126  -1.16159  -2.97146
C  0.14704  -2.40680  -2.39237
C  0.68873  -3.46053  -3.20640
H  1.48149  -6.80946  -3.13110
H  2.08848  -6.34970  -5.50075
H  1.87371  -4.05523  -6.39522
H  1.24511  -1.74015  -6.12701
H  0.43007  0.10511  -4.71462
H  -0.27605  -0.31466  -2.38969
C  -1.78879  0.95822  3.38747
Si  -0.65514  2.29279  2.70278
C  -1.47520  3.96467  2.90916
C  0.87001  2.24805  3.78926
Si  -0.24375  1.87429  0.40806
Si  -2.28480  2.17496  -0.72054
C  -2.53448  4.03752  -0.79008
C  -2.51542  1.54503  -2.45938
C  -3.62624  1.47749  0.38861
Si  1.77262  2.78478  -0.39275
C  1.27202  4.38923  -1.23482
C  2.86086  3.25962  1.05356
C  2.78276  1.77034  -1.57570
H  -1.63458  0.85497  4.46783
H  -1.58268  -0.01822  2.92564
H  -2.84658  1.18432  3.20729
H  -1.64191  4.18842  3.97257
H  -2.44818  3.99597  2.39968
H  -0.84930  4.76543  2.48961
H  0.57620  2.38887  4.83633
H  1.59512  3.02636  3.52796
H  1.37904  1.28204  3.69989
H  -1.85449  4.50581  -1.51627
H  -2.34975  4.50675  0.18839
H  -3.56374  4.27819  -1.08786
H  -1.77912  1.98747  -3.14311
H  -3.51757  1.81933  -2.80682
H  -2.40982  0.46009  -2.53431
H  -3.77037  2.12682  1.26458
H  -3.36358  0.47903  0.75460
H  -4.58190  1.39987  -0.14152
H  0.67789  5.02359  -0.55937
H  0.67234  4.20960  -2.13902
H  2.16478  4.95884  -1.52986
H  2.44470  4.11505  1.60185
H  3.85686  3.54069  0.69043
H  2.97429  2.42024  1.74741
H  2.35976  1.76864  -2.58055
H  2.85590  0.72794  -1.24289
H  3.79522  2.18570  -1.62651

Charges computed using Löwdin, reported in e:
1 Tl 0.6720
2 O 0.1120
3 C -0.5106
4 O 0.0154
5 C -0.1822
6 C 0.0167
7 C -0.0176
8 C 0.0123
9 C -0.1472
10 N 0.1263
11 C -0.5130
12 O 0.0378
13 O -0.2572
14 H 0.1375
15 H 0.1225
16 H 0.1215
17 H 0.1228
18 I 0.9551
19 C -0.6266
20 C -0.1746
21 C -0.0904
22 C -0.0451
23 C -0.1716
24 C -0.0588
25 C -0.0915
26 C -0.1879
27 C -0.2911
28 C -0.2703
29 H 0.0835
30 H 0.1018
31 H 0.1096
32 H 0.1072
33 H 0.0976
34 H 0.0537
35 C -0.1943
36 Si 0.4262
37 C -0.2204
38 C -0.2019
39 Si 0.5738
40 Si 0.3973
41 C -0.2183
42 C -0.2072
43 C -0.2109
44 Si 0.3977
45 C -0.2344
46 C -0.2179
47 C -0.1956
48 H 0.0351
49 H 0.0213
50 H 0.0234
51 H 0.0371
52 H 0.0140
53 H 0.0326
54 H 0.0381
55 H 0.0165
56 H 0.0151
57 H 0.0231
58 H 0.0117
59 H 0.0384
60 H 0.0347
61 H 0.0399
62 H 0.0129
63 H 0.0222
64 H 0.0213
65 H 0.0380
66 H 0.0265
67 H 0.0252
68 H 0.0347
69 H 0.0303
70 H 0.0369
71 H 0.0138
72 H 0.0261
73 H 0.0300
74 H 0.0371